Formula: C29H41Cl2N4O5PPdS
Source: the OMol25 dataset
Level of theory: ωB97M-V/def2-TZVPD

Element x y z (Å)
Pd -0.670 -0.682 0.293
Cl 3.628 -3.830 -2.429
C 4.022 -2.925 -0.931
Cl 5.527 -3.565 -0.219
C 2.800 -2.969 0.023
O 2.842 -3.809 0.978
O 1.892 -2.156 -0.259
H 4.212 -1.906 -1.219
C -2.800 -0.465 -4.158
C -2.100 0.098 -2.913
C -3.165 0.628 -1.941
P -0.879 -0.986 -1.988
C -1.431 -2.770 -2.210
C -2.763 -3.016 -1.488
C -1.433 -3.427 -3.595
C 0.639 -0.922 -3.083
C 0.476 -0.789 -4.601
C 1.541 0.218 -2.580
H -3.357 0.337 -4.665
H -3.525 -1.238 -3.875
H -2.106 -0.895 -4.882
H -1.479 0.949 -3.213
H -3.820 -0.181 -1.600
H -3.785 1.394 -2.430
H -2.701 1.056 -1.056
H -0.645 -3.266 -1.634
H -3.614 -2.718 -2.120
H -2.796 -2.435 -0.563
H -2.886 -4.080 -1.238
H -2.194 -3.008 -4.259
H -1.646 -4.500 -3.488
H -0.457 -3.340 -4.082
H 1.146 -1.860 -2.862
H 0.013 0.167 -4.871
H -0.113 -1.596 -5.043
H 1.469 -0.819 -5.073
H 1.150 1.194 -2.900
H 2.560 0.111 -2.980
H 1.586 0.212 -1.494
O 4.380 9.312 1.097
S 4.156 8.248 2.054
O 5.041 7.112 1.928
O 3.896 8.683 3.414
C 2.515 7.604 1.584
N 1.556 8.527 1.411
C 0.348 8.050 1.153
C 0.071 6.697 1.050
C 1.127 5.825 1.233
N 2.344 6.284 1.508
C 0.974 4.334 1.123
C 2.073 3.510 1.268
C 1.911 2.136 1.125
N 0.747 1.532 0.883
C -0.321 2.337 0.783
C -0.247 3.719 0.875
H -0.439 8.787 1.021
H -0.931 6.355 0.833
H 3.041 3.949 1.483
H 2.773 1.478 1.205
H -1.260 1.833 0.641
H -1.156 4.297 0.757
C 0.797 -4.567 3.177
N 0.738 -3.494 2.165
C -0.349 -3.754 1.169
C 0.628 -2.105 2.781
C -0.777 -1.768 3.211
C -1.208 -2.117 4.497
C -2.541 -1.944 4.863
C -3.420 -1.405 3.926
C -2.958 -1.007 2.668
C -1.625 -1.154 2.239
H 0.872 -5.525 2.669
H -0.103 -4.545 3.787
H 1.675 -4.425 3.805
H 1.645 -3.530 1.626
H -1.294 -3.887 1.690
H -0.092 -4.649 0.595
H -0.442 -2.853 0.534
H 0.897 -1.425 1.990
H 1.363 -2.066 3.587
H -0.504 -2.514 5.226
H -2.886 -2.225 5.850
H -4.469 -1.290 4.183
H -3.681 -0.568 1.981

- Molar mass: 766.04 g/mol
- ΔE to the lowest compared entry with this formula, charge and spin: 0.561 eV
- E_tot: -3512.74739 Ha
- E_HOMO: -1.471 eV
- Net charge: -2


Formula: C20H35OSi
Source: the OMol25 dataset
Level of theory: ωB97M-V/def2-TZVPD

Element x y z (Å)
C 0.216 0.674 3.753
O -0.859 0.954 2.843
C -1.824 -0.027 2.659
C -3.129 0.349 3.349
C -4.010 -0.693 3.683
C -5.302 -0.403 4.123
C -5.711 0.930 4.261
C -4.815 1.969 3.974
C -3.529 1.686 3.507
H 0.691 1.639 3.953
H -0.143 0.231 4.697
H 0.946 -0.007 3.283
H -1.478 -1.002 3.050
H -3.669 -1.724 3.566
H -5.991 -1.219 4.346
H -6.728 1.157 4.587
H -5.121 3.008 4.100
H -2.830 2.485 3.250
C 2.516 2.114 -3.979
C 2.751 1.505 -2.593
Si 2.136 -0.257 -2.373
C 2.703 -1.286 -3.839
C 4.223 -1.419 -3.959
C 2.778 -1.039 -0.800
C 3.384 -0.075 0.215
C 0.237 -0.150 -2.371
C -0.455 -0.862 -1.249
C -0.715 -2.328 -1.465
C -0.942 -0.233 -0.120
C -1.934 -0.965 0.639
C -0.651 1.225 0.040
H 2.989 3.102 -4.035
H 2.941 1.500 -4.783
H 1.448 2.253 -4.187
H 3.824 1.505 -2.344
H 2.255 2.116 -1.824
H 2.236 -2.277 -3.738
H 2.281 -0.832 -4.749
H 4.477 -2.046 -4.823
H 4.715 -0.449 -4.103
H 4.661 -1.891 -3.071
H 1.942 -1.591 -0.347
H 3.515 -1.798 -1.103
H 3.748 -0.639 1.083
H 4.235 0.477 -0.204
H 2.648 0.654 0.581
H -0.016 0.918 -2.454
H -0.003 -0.627 -3.337
H -0.353 -2.656 -2.446
H -0.222 -2.956 -0.707
H -1.790 -2.563 -1.429
H -2.242 -0.170 1.459
H -2.829 -1.271 0.075
H -1.510 -1.860 1.118
H -1.017 1.614 0.992
H 0.434 1.425 0.011
H -1.112 1.826 -0.764

- Molar mass: 319.58 g/mol
- ΔE to the lowest compared entry with this formula, charge and spin: 3.087 eV
- E_tot: -1147.43729 Ha
- E_HOMO: -11.276 eV
- Net charge: +1


Formula: BrH3NOP
Source: the OMol25 dataset
Level of theory: ωB97M-V/def2-TZVPD

Element x y z (Å)
N 1.146 0.873 -0.924
O -1.665 0.336 1.599
P 0.766 -0.213 -1.901
Br 2.205 -1.988 -2.029
H 1.949 0.877 -0.204
H -2.219 0.342 2.436
H -2.183 -0.227 1.021

- Molar mass: 143.91 g/mol
- ΔE to the lowest compared entry with this formula, charge and spin: 0.416 eV
- E_tot: -3047.03149 Ha
- E_HOMO (alpha / beta): -6.766 / -10.444 eV
- Net charge: 0
- 2S+1: 3


Formula: C39H50Cl2N2O3P2PdS
Source: the OMol25 dataset
Level of theory: ωB97M-V/def2-TZVPD

Element x y z (Å)
Pd 0.060 0.023 0.514
C 2.184 5.401 0.528
C 1.048 4.453 0.909
C -0.285 5.215 1.001
P 0.851 2.788 0.094
C 2.643 2.265 -0.035
C 2.990 0.768 -0.026
C 3.238 2.895 -1.302
C 0.257 2.973 -1.597
C 0.059 4.255 -2.105
C -0.449 4.510 -3.369
C -0.614 5.912 -3.890
C -0.806 3.391 -4.133
C -0.595 2.109 -3.692
C 0.024 1.826 -2.431
N 0.324 0.614 -1.986
C 0.451 -0.520 -2.724
C 0.998 -0.533 -4.027
C 1.075 -1.689 -4.783
C 0.636 -2.909 -4.281
C 0.634 -4.163 -5.115
C 0.189 -2.920 -2.961
C 0.120 -1.790 -2.155
P -0.377 -1.910 -0.362
C 0.438 -3.561 0.081
C -0.461 -4.795 0.129
C 1.223 -3.425 1.400
C -2.221 -2.270 -0.499
C -2.920 -1.752 0.762
C -2.822 -1.598 -1.733
H 2.146 6.276 1.186
H 2.098 5.763 -0.498
H 3.168 4.947 0.645
H 1.272 4.089 1.920
H -0.339 6.007 0.251
H -0.377 5.685 1.984
H -1.147 4.564 0.861
H 3.089 2.730 0.847
H 3.301 0.454 -1.024
H 2.146 0.109 0.232
H 3.803 0.570 0.677
H 2.805 2.420 -2.183
H 4.317 2.710 -1.310
H 3.076 3.968 -1.394
H 0.305 5.109 -1.487
H -0.466 6.642 -3.091
H -1.613 6.081 -4.303
H 0.102 6.153 -4.684
H -1.265 3.537 -5.109
H -0.887 1.270 -4.311
H 1.352 0.404 -4.441
H 1.492 -1.640 -5.787
H 1.014 -3.963 -6.120
H -0.373 -4.576 -5.223
H 1.257 -4.950 -4.678
H -0.127 -3.873 -2.545
H 1.160 -3.700 -0.727
H -1.243 -4.679 0.885
H 0.126 -5.677 0.405
H -0.953 -5.005 -0.824
H 0.704 -3.922 2.222
H 1.342 -2.381 1.692
H 2.213 -3.883 1.311
H -2.379 -3.350 -0.565
H -2.563 -0.750 1.010
H -2.718 -2.377 1.633
H -4.005 -1.717 0.610
H -2.617 -0.523 -1.711
H -3.908 -1.732 -1.736
H -2.419 -1.993 -2.665
C -2.807 -7.056 5.659
C -2.270 -5.659 5.486
C -2.027 -5.131 4.225
C -1.510 -3.848 4.074
C -1.225 -3.071 5.183
C -1.476 -3.586 6.450
C -1.988 -4.864 6.598
S -0.628 -1.382 4.985
O 0.607 -1.347 5.764
O -1.694 -0.576 5.566
O -0.452 -1.240 3.548
H -3.180 -7.453 4.713
H -3.627 -7.081 6.381
H -2.033 -7.738 6.021
H -2.252 -5.722 3.343
H -1.322 -3.427 3.095
H -1.270 -2.969 7.316
H -2.178 -5.255 7.593
Cl -3.115 2.694 1.509
C -1.887 2.527 2.736
C -2.256 2.702 4.054
C -1.317 2.548 5.061
C -0.025 2.186 4.724
C 0.322 2.023 3.396
Cl 1.942 1.495 3.049
C -0.573 2.215 2.328
N -0.309 2.124 0.979
H -3.288 2.931 4.281
H -1.601 2.653 6.098
H 0.712 1.967 5.483

- Molar mass: 866.18 g/mol
- ΔE to the lowest compared entry with this formula, charge and spin: 0.000 eV
- E_tot: -3980.59196 Ha
- E_HOMO: -0.354 eV
- Net charge: -2


Formula: C5H5ClOS
Source: the OMol25 dataset
Level of theory: ωB97M-V/def2-TZVPD

Element x y z (Å)
S -0.975 -1.552 -3.810
C -0.877 -1.166 -2.248
O -0.075 -1.799 -1.388
C 0.128 -1.253 -0.138
C 0.230 0.047 0.129
C 0.442 0.529 1.485
C 0.556 1.794 1.859
Cl 0.446 3.148 0.774
H -1.505 -0.349 -1.788
H 0.215 -2.043 0.595
H 0.163 0.792 -0.672
H 0.536 -0.234 2.301
H 0.716 2.086 2.900

- Molar mass: 148.61 g/mol
- Structure (SMILES): S=CO/C=C/C=C\Cl
- ΔE to the lowest compared entry with this formula, charge and spin: 1.247 eV
- E_tot: -1127.07558 Ha
- E_HOMO: -9.012 eV
- Net charge: 0


Formula: CH4Cl2OP
Source: the OMol25 dataset
Level of theory: ωB97M-V/def2-TZVPD

Element x y z (Å)
C 1.375 0.187 -0.803
O -0.925 0.195 1.731
P -0.898 0.019 0.171
Cl -1.731 -1.692 -0.228
Cl -2.047 1.487 -0.413
H 1.732 -0.884 -0.443
H 2.146 0.975 -0.500
H 1.070 0.195 -1.883
H -0.720 -0.482 2.367

- Molar mass: 133.92 g/mol
- ΔE to the lowest compared entry with this formula, charge and spin: 2.115 eV
- E_tot: -1377.20077 Ha
- E_HOMO: -15.756 eV
- Net charge: +1


Formula: C5H8O
Source: the OMol25 dataset
Level of theory: ωB97M-V/def2-TZVPD

Element x y z (Å)
C 1.532 -0.369 0.678
C 0.238 -0.866 0.099
C -1.104 -0.459 0.555
C -0.600 0.002 -0.827
C -0.641 1.482 -0.909
O -0.900 2.198 0.036
H 1.476 0.700 0.908
H 1.789 -0.917 1.589
H 2.334 -0.528 -0.054
H 0.266 -1.889 -0.276
H -1.113 0.338 1.304
H -1.953 -1.129 0.608
H -0.776 -0.488 -1.790
H -0.550 1.926 -1.920

- Molar mass: 84.12 g/mol
- Structure (SMILES): C[C@H]1C[C@H]1C=O
- ΔE to the lowest compared entry with this formula, charge and spin: 1.470 eV
- E_tot: -270.50386 Ha
- E_HOMO: -9.772 eV
- Net charge: 0


Formula: C48H49CrN9O8
Source: the OMol25 dataset
Level of theory: ωB97M-V/def2-TZVPD

Element x y z (Å)
Cr 12.008 12.792 13.430
C 15.383 14.198 15.103
C 15.675 15.594 15.315
C 15.336 16.641 14.145
O 15.458 17.858 14.422
C 14.531 16.150 13.078
C 14.161 14.828 13.008
C 14.592 13.848 14.052
O 14.208 12.589 14.045
O 13.244 14.483 12.162
O 15.956 16.114 16.405
H 15.686 13.557 15.918
H 14.265 16.826 12.279
C 11.351 16.569 14.765
C 12.171 17.220 15.783
C 12.637 16.330 17.049
O 13.498 16.863 17.781
C 12.381 14.884 16.933
C 11.714 14.375 15.872
C 11.175 15.253 14.782
O 10.615 14.749 13.731
O 11.693 13.046 15.792
O 12.914 18.198 15.643
H 11.000 17.216 13.975
H 12.942 14.259 17.612
N 13.938 16.556 8.589
C 14.895 15.906 9.276
C 15.988 15.757 8.489
C 15.701 16.329 7.282
C 14.483 16.997 7.404
H 13.003 16.799 8.881
H 14.705 15.538 10.273
H 16.890 15.223 8.749
H 16.357 16.235 6.428
H 14.035 17.668 6.687
N 8.073 16.267 17.657
C 7.144 17.110 18.214
C 6.449 17.611 17.129
C 6.994 17.044 16.009
C 8.066 16.241 16.282
H 8.734 15.765 18.233
H 7.098 17.242 19.285
H 5.630 18.302 17.267
H 6.573 17.238 15.033
H 8.781 15.745 15.643
N 11.189 16.694 11.437
C 10.426 16.110 10.482
C 10.305 16.996 9.407
C 11.076 18.131 9.699
C 11.676 17.891 10.939
H 11.295 16.330 12.373
H 10.052 15.109 10.641
H 9.652 16.746 8.584
H 11.153 18.979 9.034
H 12.295 18.537 11.543
N 15.082 12.112 8.728
C 14.258 11.016 8.562
C 14.182 10.444 9.853
C 15.022 11.138 10.769
C 15.549 12.197 10.021
H 15.311 12.819 8.044
H 13.827 10.804 7.595
H 13.615 9.566 10.124
H 15.131 10.918 11.820
H 16.154 13.050 10.289
N 10.090 12.983 8.242
C 10.508 11.807 7.659
C 9.893 10.763 8.243
C 9.100 11.279 9.267
C 9.219 12.697 9.229
H 10.425 13.900 7.982
H 11.302 11.901 6.934
H 10.057 9.722 8.009
H 8.504 10.715 9.969
H 8.724 13.501 9.752
N 13.194 10.223 18.582
C 13.546 8.923 18.819
C 12.552 8.061 18.428
C 11.557 8.843 17.976
C 11.960 10.193 18.071
H 13.762 11.031 18.793
H 14.564 8.786 19.150
H 12.606 7.000 18.622
H 10.620 8.443 17.619
H 11.454 11.127 17.874
N 6.877 11.438 16.723
C 6.878 10.077 16.900
C 8.134 9.657 16.899
C 8.991 10.790 16.680
C 8.182 11.846 16.526
H 6.069 12.044 16.724
H 5.958 9.542 17.086
H 8.488 8.661 17.119
H 10.054 10.694 16.520
H 8.398 12.839 16.161
N 9.983 11.109 13.519
C 10.059 11.714 12.309
C 11.220 11.234 11.791
C 12.000 10.538 12.721
C 11.171 10.481 13.782
H 9.167 11.211 14.106
H 9.314 12.403 11.938
H 11.581 11.436 10.794
H 12.946 10.058 12.518
H 11.287 10.007 14.745
N 13.688 8.321 15.677
C 14.409 9.313 15.040
C 15.066 8.828 13.923
C 14.588 7.506 13.787
C 13.748 7.198 14.889
H 13.280 8.432 16.594
H 14.475 10.296 15.482
H 15.794 9.318 13.294
H 14.856 6.781 13.032
H 13.201 6.326 15.215

- Molar mass: 931.97 g/mol
- E_tot: -3997.56388 Ha
- E_HOMO (alpha / beta): -1.604 / -1.604 eV
- Net charge: -2
- 2S+1: 5